#1
Formula: C3H12N2OS
Source: the OMol25 dataset
Level of theory: ωB97M-V/def2-TZVPD

Its HOMO energy is -8.354 eV. For the frontier orbital gap, the calculation gives 8.6 eV. Its SMILES is NC[C@@H](N)CS.O.

Structure (ORCA input):
```
! wB97M-V def2-TZVPD RIJCOSX def2/J DEFGRID3
* xyz 0 1
H -1.574 -0.928 0.194
H -0.539 -2.232 -0.556
C 0.314 0.097 -1.341
N 1.756 -0.661 0.612
H -2.071 3.550 -0.305
H -0.682 -1.701 2.585
H 0.499 -2.508 1.738
O -1.280 2.873 -0.394
S 1.242 1.593 -1.718
H -1.770 1.962 -0.178
H -0.749 0.175 -1.536
C -0.745 -1.594 0.387
C 0.408 -0.340 0.132
H 2.544 -0.394 0.013
H 0.816 -0.529 -2.002
N -0.454 -2.197 1.790
H -0.010 0.485 0.725
H 1.990 -0.171 1.428
H 0.304 2.520 -1.575
*
```

=====

#2
Formula: C3H12N2OS
Source: the OMol25 dataset
Level of theory: ωB97M-V/def2-TZVPD

Its HOMO energy is -8.788 eV. For the frontier orbital gap, the calculation gives 9.5 eV. Its SMILES is NC[C@H](N)CS.O.

Structure (ORCA input):
```
! wB97M-V def2-TZVPD RIJCOSX def2/J DEFGRID3
* xyz 0 1
H -0.598 0.779 -2.332
N -0.006 0.222 -1.678
H 1.142 -1.237 1.749
C -0.786 -0.532 -0.646
C -1.465 -0.725 1.779
H -0.630 0.996 0.802
S -1.417 -0.153 3.506
H 3.402 1.231 -3.232
H -2.359 -0.264 1.460
H -0.725 -1.609 -0.896
H 0.162 -0.451 -2.447
H -0.813 1.081 3.077
H 1.739 0.193 0.965
C -0.407 -0.124 0.771
H -1.894 -0.341 -0.709
O 3.024 1.682 -2.498
H -1.418 -1.829 1.694
N 0.967 -0.445 1.108
H 2.082 1.526 -2.472
*
```

=====

Relative energies, eV: #1 0.814; #2 0.000.

=====

#1
Formula: C6H10ClNO2S
Source: the OMol25 dataset
Level of theory: ωB97M-V/def2-TZVPD

Its HOMO energy is -11.162 eV. For the frontier orbital gap, the calculation gives 9.7 eV. Its SMILES is CC(C)(C)[C@H](Cl)S(=O)(=O)C#N.

Structure (ORCA input):
```
! wB97M-V def2-TZVPD RIJCOSX def2/J DEFGRID3
* xyz 0 1
H -1.238 1.441 0.987
H -1.786 1.029 -0.594
N 4.325 -2.165 -1.327
C 0.309 -1.282 0.053
H 0.395 -1.417 1.118
H 0.014 0.012 -2.302
C 0.303 0.212 -0.183
H -1.596 -0.176 0.705
C 0.689 0.529 -1.617
C 3.851 -1.308 -0.735
H 0.716 1.597 -1.855
Cl 1.809 2.622 0.513
H 1.390 0.688 1.832
H 1.050 -1.731 -0.589
H 1.797 0.295 -1.766
C 1.308 0.832 0.701
O 4.093 1.072 0.352
O 3.219 -0.912 1.576
S 3.094 0.011 0.464
C -1.206 0.676 0.181
H -0.666 -1.758 -0.376
*
```

=====

#2
Formula: C6H10ClNO2S
Source: the OMol25 dataset
Level of theory: ωB97M-V/def2-TZVPD

Its HOMO energy is -8.254 eV. For the frontier orbital gap, the calculation gives 8.3 eV.

Structure (ORCA input):
```
! wB97M-V def2-TZVPD RIJCOSX def2/J DEFGRID3
* xyz 0 1
Cl -4.367 -0.531 -0.455
C 2.239 0.656 -0.708
H 2.450 -1.117 0.528
C 1.689 -0.655 0.013
H 3.178 0.934 -0.161
H 0.516 1.862 -1.357
H 0.236 -0.463 1.841
C 0.716 -0.026 1.013
C 1.179 1.659 -0.510
C -1.418 -1.142 0.385
O -2.031 0.856 -1.422
N 0.538 1.242 0.728
H 1.081 -1.392 -0.645
H 1.681 2.568 -0.284
O -2.350 1.252 0.834
H -1.146 -3.122 0.783
S -2.315 0.212 -0.187
H -2.623 -2.669 -0.098
H 2.566 0.467 -1.741
C -1.699 -2.409 0.295
H -0.120 1.819 1.147
*
```

=====

Relative energies, eV: #1 0.063; #2 0.000.